{
  "formula": "C5H9O2PS2",
  "method": "the ωB97M-V functional and the def2-TZVPD basis",
  "smiles": "CO[P@@]1(=S)CSC=C(C)O1",
  "de_lowest_ev": 0.7722,
  "mol_weight_g_mol": 196.2,
  "e_lumo_ha": 0.0216,
  "species": ["C", "C", "C", "C", "C", "O", "O", "P", "S", "S", "H", "H", "H", "H", "H", "H", "H", "H", "H"],
  "xyz": [[-0.573, 1.628, -1.542], [-0.948, 0.347, -1.532], [1.229, 1.506, 0.865], [-1.851, -0.333, -2.514], [1.576, -1.773, 2.262], [-0.363, -0.564, -0.631], [0.912, -1.519, 1.056], [-0.086, -0.294, 0.887], [-1.731, 0.024, 1.867], [0.496, 2.546, -0.390], [-1.007, 2.397, -2.073], [1.042, 1.917, 1.832], [2.312, 1.334, 0.716], [-1.406, -1.307, -2.970], [-2.191, 0.370, -3.218], [-2.771, -0.686, -2.223], [2.518, -2.176, 1.838], [1.019, -2.505, 2.812], [1.824, -0.912, 2.958]]
}